Entry 1:
C5H12BrOP in the gas phase, computed with the ωB97M-V functional and the def2-TZVPD basis.

Element x y z (Å)
C -2.2699 1.8567 0.0132
C -0.1373 -2.5391 0.0699
C -0.7268 1.5923 0.0793
C -0.8175 -1.3045 0.5672
C 4.2678 0.4432 -0.1370
O -0.5155 -0.3495 -2.0069
P -0.1402 -0.0145 -0.5929
Br 2.4994 -0.1417 0.1377
H -2.5366 2.0336 1.0289
H -2.6228 2.6696 -0.5643
H -2.9509 1.0072 -0.3253
H 0.8736 -2.5836 0.2103
H -0.5783 -3.5129 0.3562
H -0.3232 -2.7006 -0.9659
H -0.2587 1.6819 1.1599
H -0.4087 2.5234 -0.5135
H -0.3455 -0.9633 1.6122
H -1.8475 -1.3372 0.4659
H 4.3359 1.3828 0.4880
H 4.5025 0.2561 -1.0828

The calculation puts the HOMO energy (alpha / beta) at -7.40 / -8.71 eV. The calculation puts the LUMO energy (alpha / beta) at -0.587 / -0.704 eV. The energy above the lowest of the compared OMol25 structures with the same formula, charge and spin comes out at 78.30 kcal/mol.

Here are the natural (NBO) charges for atoms 1 to 2, given in e: atom 1 (C): -0.615, atom 2 (C): -0.641



Entry 2:
4 unconnected molecules or ions with the total composition C27H31F6IN3O2S, computed with the ωB97M-V functional and the def2-TZVPD basis.

Element x y z (Å)
C 1.2852 2.7345 -0.4155
C 0.6160 1.3470 -0.5373
C 0.6357 0.9238 -2.0015
I -0.6511 2.1612 -3.2180
N 0.3732 -0.5071 -2.2346
C 1.4891 -1.2619 -2.8364
C 2.2229 -2.1174 -1.8095
C 3.1874 -1.3345 -0.9933
F 2.7622 -1.0582 0.2704
C 4.3853 -0.8827 -1.3728
F 4.9951 0.1332 -0.7733
F 5.0797 -1.4204 -2.3786
C -0.7484 -1.0872 -1.9311
N -0.8489 -2.4586 -2.2333
S -1.1876 -3.4020 -0.8244
N -1.7345 -0.3661 -1.3244
C -3.1290 -0.7890 -1.5268
O -3.9258 0.2799 -1.9131
O -4.1333 1.0480 -0.7206
H 0.6425 3.4442 0.0836
H 2.2094 2.6710 0.1450
H 1.5483 3.1353 -1.3864
H 1.2232 0.6584 0.0389
H -0.3923 1.4108 -0.1585
H 1.6244 1.1448 -2.3641
H 1.1518 -1.8532 -3.6736
H 2.2052 -0.5640 -3.2451
H 2.7599 -2.8916 -2.3504
H 1.5445 -2.6181 -1.1298
H -1.5108 -2.6344 -2.9796
H -0.2218 -4.3299 -0.9538
H -1.5420 -0.2223 -0.3404
H -3.5117 -1.1798 -0.5924
H -3.2520 -1.5510 -2.2834
H -3.9862 1.9466 -1.0370
F 0.2269 -0.5940 2.4390
C 0.8053 -1.4368 3.3351
C 2.0708 -1.9171 3.0702
C 2.6611 -2.7789 3.9837
C 1.9794 -3.1484 5.1352
C 0.7053 -2.6527 5.3771
C 0.1094 -1.7849 4.4732
H 2.5689 -1.6136 2.1594
H 3.6555 -3.1609 3.7964
H 2.4413 -3.8216 5.8441
H 0.1723 -2.9419 6.2721
H -0.8797 -1.3818 4.6463
F -4.2518 -3.0832 0.5288
C -5.5360 -3.0751 0.9841
C -6.4736 -2.3150 0.3176
C -7.7803 -2.3131 0.7830
C -8.1227 -3.0581 1.9025
C -7.1587 -3.8115 2.5577
C -5.8513 -3.8265 2.0950
H -6.1856 -1.7341 -0.5497
H -8.5311 -1.7283 0.2701
H -9.1416 -3.0513 2.2640
H -7.4237 -4.3894 3.4320
H -5.0858 -4.4126 2.5861
F 2.1955 5.4501 -0.2598
C 3.3475 5.8745 -0.8284
C 4.5316 5.7117 -0.1395
C 5.7110 6.1430 -0.7290
C 5.6885 6.7336 -1.9850
C 4.4845 6.8901 -2.6571
C 3.3007 6.4541 -2.0795
H 4.5256 5.2566 0.8422
H 6.6487 6.0188 -0.2053
H 6.6096 7.0727 -2.4387
H 4.4649 7.3545 -3.6334
H 2.3519 6.5615 -2.5885

The calculation puts the HOMO energy at -11.05 eV. The calculation puts the LUMO energy at -3.855 eV. Its total charge is +1.

Here are the Mulliken charges for atoms 1 to 2, given in e: atom 1 (C): -1.561, atom 2 (C): 0.624



Entry 3:
A gas-phase ion, C5H6N (charge +1), computed with the ωB97M-V functional and the def2-TZVPD basis.

Element x y z (Å)
C 1.9633 1.1199 0.4284
C 1.7972 0.1455 -0.4225
C 0.8047 -0.6907 -0.4940
C -0.4064 -0.9006 -1.1748
N -1.2215 -1.1471 0.1615
C -0.4547 0.0559 -0.0895
H 2.4596 0.9456 1.3745
H 1.9918 2.1825 0.1565
H -0.5948 -0.9018 -2.2051
H -2.2477 -1.0939 0.0965
H -0.7566 -2.0009 0.6337
H -0.8126 1.0988 -0.0848

The calculation puts the HOMO energy at -13.75 eV. The calculation puts the LUMO energy at -4.109 eV. The energy above the lowest of the compared OMol25 structures with the same formula, charge and spin comes out at 168.36 kcal/mol. As for the SMILES: C=C=C1[C@H]2[NH2+][C@@H]12. Its total charge is +1.

Here are the natural (NBO) charges for atoms 1 to 2, given in e: atom 1 (C): -0.329, atom 2 (C): 0.142



Entry 4:
A molecular structure, C45H43Cl2N3O5P2S2Zr, computed with the ωB97M-V functional and the def2-TZVPD basis.

Element x y z (Å)
Zr 0.5736 0.1718 0.0045
C -0.9584 -4.1788 1.1294
N -0.6215 -2.7975 0.7703
P -0.1915 -2.3685 -0.8755
C 0.5246 -3.9340 -1.4981
C 1.8842 -4.1398 -1.2730
C 2.4642 -5.3527 -1.5973
C 1.6961 -6.3562 -2.1678
C 0.3561 -6.1352 -2.4411
C -0.2349 -4.9293 -2.1072
C -1.7807 -2.3796 -1.7821
C -1.6858 -1.9181 -3.0958
C -2.7973 -1.9245 -3.9174
C -4.0160 -2.3730 -3.4270
C -4.1243 -2.7909 -2.1099
C -3.0134 -2.7880 -1.2823
P 0.3077 -1.8226 1.8639
C 1.0787 -3.0334 3.0033
C 0.7349 -3.1521 4.3456
C 1.3912 -4.0736 5.1453
C 2.3867 -4.8775 4.6157
C 2.7226 -4.7724 3.2743
C 2.0795 -3.8487 2.4720
C -0.9324 -0.9883 2.9222
C -0.4127 -0.1397 3.9035
C -1.2512 0.6635 4.6526
C -2.6166 0.6470 4.4131
C -3.1417 -0.2116 3.4601
C -2.3075 -1.0322 2.7178
H -1.5302 -4.6402 0.3257
H -1.5560 -4.1781 2.0419
H -0.0692 -4.7929 1.2998
H 2.4759 -3.3336 -0.8495
H 3.5142 -5.5204 -1.4128
H 2.1450 -7.3069 -2.4098
H -0.2318 -6.9064 -2.9145
H -1.2809 -4.7677 -2.3247
H -0.7215 -1.5852 -3.4673
H -2.7141 -1.5975 -4.9431
H -4.8807 -2.3959 -4.0707
H -5.0752 -3.1234 -1.7242
H -3.1088 -3.1037 -0.2549
H -0.0456 -2.5366 4.7691
H 1.1234 -4.1620 6.1876
H 2.8931 -5.5943 5.2430
H 3.4852 -5.4072 2.8535
H 2.3456 -3.7555 1.4271
H 0.6527 -0.1261 4.0953
H -0.8393 1.3011 5.4198
H -3.2721 1.2897 4.9833
H -4.2086 -0.2514 3.3039
H -2.7260 -1.7180 1.9926
Cl -2.0686 0.1000 -0.0371
C -2.5438 1.1797 -1.3691
Cl -1.2506 2.3442 -1.6266
H -3.4468 1.7154 -1.0817
H -2.6721 0.5665 -2.2651
O -2.0218 3.5491 0.8544
C -1.5289 3.9695 2.0467
C -2.1506 5.0060 2.7350
C -1.6842 5.4248 3.9638
C -0.5779 4.8039 4.5288
C 0.0586 3.7895 3.8501
C -0.3923 3.3561 2.5979
C 0.3344 2.2876 1.9146
O -0.0543 1.8134 0.7620
N 1.3892 1.7924 2.4925
N 1.9692 0.7492 1.7884
C 2.9161 0.1888 2.4809
S 3.7972 -1.1881 1.9061
C 4.9806 -1.2186 3.3102
C 4.2745 -0.7055 4.5380
S 3.3028 0.7764 4.0748
H -2.7293 4.1508 0.5792
H -3.0141 5.4841 2.2940
H -2.1813 6.2305 4.4812
H -0.2157 5.1222 5.4922
H 0.9286 3.3030 4.2577
H 5.8279 -0.5866 3.0408
H 5.3117 -2.2476 3.4370
H 4.9822 -0.4012 5.3059
H 3.5802 -1.4394 4.9503
C -0.1612 2.7816 -6.3581
O 1.1825 2.7580 -5.9136
C 1.5575 2.1127 -4.8235
C 2.9449 2.1931 -4.5376
C 3.4587 1.6268 -3.4184
C 2.6422 0.9476 -2.4726
C 3.1671 0.3344 -1.3066
C 4.6098 0.4517 -0.9160
O 2.4367 -0.3614 -0.5206
C 1.2343 0.8474 -2.7706
O 0.4042 0.2619 -1.9419
C 0.7372 1.3975 -3.9588
H -0.1270 3.1935 -7.3667
H -0.7737 3.4302 -5.7254
H -0.5858 1.7775 -6.3916
H 3.5660 2.7227 -5.2399
H 4.5193 1.7002 -3.2547
H 5.2157 1.0235 -1.6052
H 5.0348 -0.5435 -0.7962
H 4.6412 0.9324 0.0631
H -0.3176 1.2897 -4.1555

The calculation puts the HOMO energy at -12.57 eV. The calculation puts the LUMO energy at -5.562 eV. The energy above the lowest of the compared OMol25 structures with the same formula, charge and spin comes out at 52.17 kcal/mol. Its total charge is +2.

Here are the Mulliken charges for atoms 1 to 2, given in e: atom 1 (Zr): -1.197, atom 2 (C): -1.285